The following is a DFT calculation (wB97M-V/def2-TZVPD) of a 4-piece molecular cluster, C18H35N2O9 overall at a distorted geometry.

XYZ file:
```
64
Properties=species:S:1:pos:R:3:mulliken_charge:R:1
O 0.64026 -0.50843 -0.33065 -0.392
H 0.77738 -1.02088 0.46947 0.331
H 0.93710 0.38836 -0.15962 0.399
H 1.01996 -0.93544 -1.10208 0.488
C -0.21384 -4.09227 -6.76793 -0.599
C 0.91908 -3.81714 -5.95475 0.330
C 1.19200 -2.28201 -5.57667 0.309
O 1.70960 -1.97358 -4.48756 -0.728
C 0.60463 -1.25848 -6.44260 -0.492
C -0.29330 -1.61805 -7.36404 0.452
C -0.73920 -3.10794 -7.53285 0.318
O -1.79321 -3.37603 -8.22817 -0.766
O -0.57967 -0.65288 -8.17647 -0.766
O 1.67008 -4.68276 -5.53395 -0.701
H -0.59448 -5.10020 -6.84262 0.395
H 0.86539 -0.21800 -6.31686 0.396
C -3.71638 -5.62224 1.24927 -0.637
O -3.22646 -4.43051 1.80728 -0.356
C -1.78034 -4.21587 1.56618 -0.736
C -0.95439 -3.65793 2.79391 -0.506
N 0.42715 -3.42084 2.41307 -0.084
C 1.46169 -3.20861 3.46706 -0.778
C 2.88631 -3.12793 2.89018 -0.647
O 2.70032 -1.93527 2.16292 -0.213
C 3.81665 -1.67558 1.32280 -0.810
H -3.65737 -5.42419 0.17904 0.303
H -4.68380 -5.73590 1.73843 0.230
H -3.03566 -6.41743 1.55324 0.295
H -1.60552 -3.61100 0.67642 0.383
H -1.24179 -5.13441 1.33304 0.365
H -0.93599 -4.51596 3.46588 0.255
H -1.43560 -2.83646 3.32468 0.343
H 0.63575 -4.12621 1.72095 0.196
H 1.34036 -4.04202 4.15902 0.474
H 1.37682 -2.24175 3.96312 0.277
H 3.09943 -4.02784 2.31325 0.395
H 3.64019 -3.02332 3.67046 0.409
H 3.86230 -0.62909 1.02134 0.176
H 3.65943 -2.28763 0.43467 0.347
H 4.74140 -2.03074 1.77756 0.358
C -3.39171 6.75742 3.22202 -0.851
O -2.62771 5.64546 2.77034 -0.330
C -2.20766 5.87571 1.34920 -0.462
C -1.79866 4.49066 0.79980 -1.067
N -0.89988 3.71874 1.67612 -0.339
C 0.33717 4.34566 1.95461 -0.816
C 1.32198 4.75398 0.81030 -0.557
O 1.68215 3.61222 0.01155 -0.238
C 2.55234 4.05854 -1.07743 -0.788
H -4.39213 6.88956 2.80992 0.324
H -2.94477 7.71511 2.95528 0.321
H -3.48737 6.80591 4.30673 0.284
H -1.41676 6.61487 1.47659 0.303
H -3.11405 6.23336 0.86068 0.517
H -1.66738 4.72441 -0.25672 0.381
H -2.75015 3.96004 0.76513 0.436
H -1.48419 3.50827 2.47261 0.361
H 0.87888 3.68762 2.63404 0.484
H 0.27084 5.22288 2.59818 0.390
H 2.19874 5.20275 1.27720 0.367
H 0.95801 5.51087 0.11550 0.370
H 2.26502 4.95172 -1.63220 0.297
H 2.61149 3.18023 -1.72022 0.261
H 3.60949 4.16853 -0.83569 0.335
```

* total energy: -1493.15624 a.u.
* lowest unoccupied orbital energy: 0.3 eV
* net charge: -1
* energy relative to the best compared isomer or geometry (same formula, charge and spin): 174.7 kcal/mol
* molar mass: 423.5 g/mol
* HOMO-LUMO gap: 2.122 eV
* highest occupied orbital energy: -1.8 eV

The following is a DFT calculation (wB97M-V/def2-TZVPD) of C14H13N2O5Pt as an isolated structure at a distorted geometry.

XYZ file:
```
35
Properties=species:S:1:pos:R:3:mulliken_charge:R:1
Pt 0.16072 -0.09633 -0.11818 0.937
O -1.47351 3.06049 2.22696 -0.420
C -0.97329 1.92367 1.81897 0.751
O -0.20585 1.85490 0.86195 -0.634
C -1.38948 0.77286 2.71024 -0.486
O -1.21127 -0.46576 2.08601 -0.432
C -2.40050 -1.15738 1.71070 -0.499
C -2.74586 -1.02304 0.21255 0.657
O -3.80412 -1.48774 -0.14695 -0.642
O -1.89100 -0.41314 -0.55041 -0.770
H -1.16013 3.80811 1.69238 0.388
H -2.41943 0.93661 3.02925 0.368
H -0.74693 0.80751 3.59594 0.377
H -3.26398 -0.81014 2.27740 0.399
H -2.24964 -2.21171 1.94452 0.358
C 0.43620 -4.24731 -1.23995 -0.804
C 1.61835 -4.29725 -1.96188 -0.409
C 2.37269 -3.14430 -2.11742 -0.706
C 1.93774 -1.96424 -1.53940 0.656
N 0.79832 -1.94382 -0.82373 -0.192
C 0.05678 -3.03997 -0.68488 0.164
C 2.63830 -0.67234 -1.63848 0.822
C 3.89609 -0.48757 -2.18837 -0.720
C 4.43519 0.78868 -2.22807 -0.398
C 3.69695 1.85562 -1.73734 -0.732
C 2.44403 1.60180 -1.21077 0.033
N 1.94551 0.36839 -1.15574 -0.185
H -0.18291 -5.12165 -1.10656 0.425
H 1.95195 -5.22727 -2.40101 0.457
H 3.29288 -3.17151 -2.68167 0.306
H -0.85668 -2.93642 -0.11681 0.299
H 4.44869 -1.32306 -2.59199 0.313
H 5.41972 0.94962 -2.64491 0.458
H 4.08084 2.86461 -1.76396 0.396
H 1.81355 2.39199 -0.82603 0.468
```

* total energy: -1146.11367 a.u.
* lowest unoccupied orbital energy: -4.2 eV
* net charge: +1
* molar mass: 484.3 g/mol
* HOMO-LUMO gap: 7.413 eV
* highest occupied orbital energy: -11.6 eV

The following is a DFT calculation (wB97M-V/def2-TZVPD) of C2H5N3S in the gas phase at a distorted geometry.

XYZ file:
```
11
Properties=species:S:1:pos:R:3:mulliken_charge:R:1
C 0.65972 -0.68117 0.17615 0.118
C 0.94724 1.51764 -0.86998 -0.026
H -2.03953 -2.16307 0.44422 0.299
H -1.62816 -0.71891 1.49768 0.273
H 1.70122 -0.77676 0.25280 0.308
H -0.83705 0.89299 0.01171 0.364
H 2.03164 1.24209 -1.01758 0.216
N -1.49897 -1.16325 0.44478 -0.615
N -0.03920 -1.67380 0.59457 -0.441
N 0.22331 0.56740 -0.19303 -0.177
S 0.47979 2.95685 -1.34133 -0.320
```

* total energy: -641.57517 a.u.
* lowest unoccupied orbital energy: 0.1 eV
* net charge: 0
* energy relative to the best compared isomer or geometry (same formula, charge and spin): 68.3 kcal/mol
* molar mass: 103.2 g/mol
* HOMO-LUMO gap: 9.123 eV
* highest occupied orbital energy: -9.0 eV

The following is a DFT calculation (wB97M-V/def2-TZVPD) of C34H24CsN5OS2 as an isolated structure.

XYZ file:
```
67
Properties=species:S:1:pos:R:3:mulliken_charge:R:1
Cs 0.65351 -1.15085 0.04317 1.149
C 2.47104 -1.21858 5.14294 -1.144
C 2.32750 -1.08288 3.65491 0.332
N 1.31627 -1.50232 2.97991 0.215
N 0.29913 -2.05925 3.69125 -0.646
C -0.61613 -2.67197 2.94054 0.213
O -0.63798 -2.85206 1.69989 -0.857
C -1.75784 -3.23894 3.75571 0.361
C -1.86207 -3.05593 5.13279 -0.098
C -2.92685 -3.59824 5.83498 -0.692
C -3.90186 -4.33340 5.17134 -0.302
C -3.80453 -4.51953 3.80020 -0.616
C -2.73859 -3.97355 3.09871 -0.384
C 3.41377 -0.43062 2.88439 0.449
C 4.59871 -0.03341 3.50971 -0.642
C 5.59303 0.57872 2.76839 -0.459
C 5.39288 0.78786 1.41404 -0.658
C 4.18842 0.36303 0.87375 -0.194
N 3.22494 -0.22554 1.57133 -0.028
H 1.56739 -1.66258 5.54648 0.189
H 2.63720 -0.24455 5.61056 0.310
H 3.32053 -1.85662 5.40135 0.283
H -1.09539 -2.48660 5.63853 0.333
H -2.99603 -3.45010 6.90570 0.374
H -4.73142 -4.76007 5.72146 0.373
H -4.55908 -5.09332 3.27618 0.376
H -2.64287 -4.10874 2.02978 0.381
H 4.73615 -0.20670 4.56685 0.294
H 6.51445 0.88964 3.24454 0.407
H 6.13849 1.26470 0.79331 0.365
H 3.98996 0.51156 -0.18467 0.381
S 2.05880 -0.57091 -7.92381 -0.124
C 2.62341 -2.09548 -8.45000 -0.426
C 2.36981 -3.06964 -7.53520 -0.501
C 1.69271 -2.57240 -6.38974 -0.592
C 1.45293 -1.22963 -6.45314 0.202
C 0.78675 -0.38241 -5.45695 0.760
C 0.90491 -0.68505 -4.08316 -0.784
N 0.34859 0.00711 -3.11941 -0.264
C -0.37812 1.09571 -3.44843 -0.228
C -0.56301 1.49125 -4.78256 1.130
C -1.35852 2.64765 -5.08944 -1.071
C -1.93286 3.36899 -4.10925 -1.077
C -1.75687 3.00672 -2.73024 1.157
C -2.34815 3.74170 -1.69133 -0.633
C -2.15048 3.37056 -0.38335 0.726
C -1.33138 2.24298 -0.15849 -0.909
N -0.78140 1.52575 -1.10704 -0.285
C -0.98474 1.88573 -2.39023 -0.299
C -2.73884 4.08045 0.75744 0.295
C -3.08247 3.56582 1.97499 -0.588
C -3.63824 4.53669 2.84992 -0.529
C -3.68447 5.77424 2.28765 -0.421
S -3.08529 5.76578 0.68715 -0.136
C 0.03786 0.72047 -5.78876 -0.601
H 3.11937 -2.19092 -9.40196 0.428
H 2.64497 -4.10449 -7.67379 0.387
H 1.37574 -3.19152 -5.56244 0.402
H 1.50514 -1.54006 -3.78583 0.437
H -1.48687 2.92359 -6.12888 0.400
H -2.53592 4.23814 -4.34151 0.401
H -2.97330 4.59339 -1.93612 0.478
H -1.12141 1.93874 0.86295 0.464
H -2.97258 2.52177 2.23218 0.439
H -3.97764 4.32231 3.85217 0.390
H -4.04406 6.69071 2.72590 0.424
H -0.10706 0.99707 -6.82731 0.479
```

* total energy: -2475.62280 a.u.
* lowest unoccupied orbital energy: -0.6 eV
* net charge: 0
* molar mass: 715.6 g/mol
* HOMO-LUMO gap: 6.162 eV
* highest occupied orbital energy: -6.8 eV